No. 1
# C10H11N

C10H11N as an isolated structure at a distorted geometry (the ωB97M-V functional and the def2-TZVPD basis, the OMol25 dataset).

CARTESIAN COORDINATES (ANGSTROEM)
C1 3.43654 -0.74493 0.28250
C2 2.26903 -1.43152 0.09449
C3 3.46669 0.62807 0.15213
C4 1.15013 -0.59637 -0.10518
C5 1.20430 0.78671 -0.19346
C6 -0.02094 1.41244 -0.31713
C7 -0.51837 2.57648 -0.04220
C8 -0.24202 -1.20398 -0.47344
C9 -1.27942 -0.11928 -0.48693
C10 -2.30927 -0.14652 0.61920
N1 2.45358 1.36371 -0.15530
H1 4.28031 -1.34888 0.50898
H2 2.05804 -2.44010 0.28719
H3 4.37291 1.13673 0.40418
H4 -1.60820 2.86590 0.03619
H5 0.18760 3.33520 0.03516
H6 -0.05241 -1.80965 -1.31119
H7 -0.31580 -1.90513 0.45298
H8 -1.72645 0.07992 -1.41111
H9 -3.01110 0.65360 0.28895
H10 -1.72865 -0.08554 1.57105
H11 -2.81916 -1.12472 0.62082

Output
E_HOMO (spin up / spin down) = -5.163 / -9.115 eV
maximum force = 8.97 eV Å⁻¹
2S+1 = 3

***

No. 2
# C10H11N2

A 2-piece molecular cluster, C10H11N2 overall at a distorted geometry (the ωB97M-V functional and the def2-TZVPD basis, the OMol25 dataset).

CARTESIAN COORDINATES (ANGSTROEM)
C1 -3.44664 0.26095 0.03481
C2 -2.51603 0.85300 0.88180
C3 -3.13027 -0.51440 -1.08630
C4 -1.21622 0.55314 0.65916
C5 -1.74572 -0.61206 -1.37238
C6 -0.78843 -0.16703 -0.44074
C7 0.69392 -0.48791 -0.74960
C8 1.93288 -2.18340 -0.36163
C9 1.78672 0.00613 0.07780
C10 2.88780 2.33298 1.16756
N1 0.80319 -1.90155 -0.87570
N2 2.53079 -1.04134 0.17533
H1 -4.53263 0.23521 0.36633
H2 -2.90528 1.43851 1.69631
H3 -3.98939 -1.11753 -1.58174
H4 -0.49131 0.84585 1.38024
H5 -1.23850 -1.27661 -2.13174
H6 0.87111 -0.07621 -1.80470
H7 2.48096 -3.13616 -0.25265
H8 2.00476 2.95531 0.74009
H9 3.83639 2.41328 0.59659
H10 2.74838 1.80365 2.08207
H11 3.42352 -1.18383 0.79909

Output
E_HOMO (spin up / spin down) = -12.191 / -12.191 eV
maximum force = 4.93 eV Å⁻¹
charge = +1
2S+1 = 1

***

No. 3
# C10H11N2O2S

An isolated ion of composition C10H11N2O2S and charge +1 at a distorted geometry (the ωB97M-V functional and the def2-TZVPD basis, the OMol25 dataset).

CARTESIAN COORDINATES (ANGSTROEM)
C1 2.22539 1.15533 0.11153
C2 0.86111 1.36041 0.11734
C3 1.78797 -1.25354 0.05059
C4 0.40064 -1.03929 0.12503
C5 2.63541 -0.17487 0.06808
C6 -0.03681 0.26761 0.09625
C7 -1.91908 -1.76609 -0.13067
C8 -0.55365 -2.22182 0.04881
C9 -2.07646 1.25972 -1.22622
C10 -2.21755 0.97053 1.06356
N1 4.07282 -0.36785 0.00926
N2 -1.47368 0.55282 -0.09906
O1 4.73126 0.62077 0.07885
O2 4.38998 -1.51075 -0.01888
S1 -3.44302 -1.87395 0.08089
H1 2.91486 1.87859 0.09601
H2 0.39081 2.39971 0.07337
H3 2.03257 -2.31309 -0.12456
H4 -0.32814 -2.85997 -0.71167
H5 -0.43031 -2.74547 0.94025
H6 -1.55399 0.98457 -2.27531
H7 -3.15809 0.82144 -1.37670
H8 -2.00730 2.29731 -1.21139
H9 -3.13702 1.32524 0.82199
H10 -2.26909 0.24215 1.91727
H11 -1.83862 1.99049 1.47538

Output
E_HOMO = -13.527 eV
maximum force = 5.82 eV Å⁻¹
charge = +1
2S+1 = 1

***

No. 4
# C10H11NO

One molecule with the formula C10H11NO at a distorted geometry (the ωB97M-V functional and the def2-TZVPD basis, the OMol25 dataset).

CARTESIAN COORDINATES (ANGSTROEM)
C1 -3.27922 -1.32005 -0.86066
C2 -2.24258 -0.62497 -0.05947
C3 -1.01757 -0.40024 -0.48237
C4 -0.60338 -0.54035 -1.85411
C5 0.69204 -0.09293 -2.01582
C6 1.10458 0.45757 -0.74087
N1 2.24579 1.03055 -0.59288
C7 2.54685 1.48581 0.76357
C8 2.12637 0.38593 1.80695
C9 0.60709 0.12734 1.64229
O1 -0.18785 1.20642 1.28802
C10 0.08294 0.23017 0.27443
H1 -3.71111 -0.62099 -1.56596
H2 -2.83663 -2.22802 -1.38197
H3 -4.06565 -1.67461 -0.13256
H4 -2.48706 -0.19879 0.93030
H5 -1.14277 -0.86287 -2.73000
H6 1.26802 -0.03369 -2.91242
H7 2.21369 2.50790 0.94009
H8 3.65705 1.46053 0.74850
H9 2.68601 -0.55443 1.67170
H10 2.18838 0.80187 2.81531
H11 0.15501 -0.54212 2.44792

Output
SMILES = C/C=C1\C=CC2=NCC[C@H]3O[C@]213
E_HOMO = -8.254 eV
maximum force = 3.44 eV Å⁻¹
2S+1 = 1

***

No. 5
# C10H11NO2

One molecule with the formula C10H11NO2 (the ωB97M-V functional and the def2-TZVPD basis, the OMol25 dataset).

CARTESIAN COORDINATES (ANGSTROEM)
C1 1.89642 1.62249 1.35058
N1 0.99449 0.59463 0.90493
C2 1.08555 -0.70742 1.28764
O1 1.91818 -1.17486 2.03262
C3 -0.05635 -1.49084 0.60937
C4 0.55529 -2.47330 -0.40133
O2 -0.84279 -2.16279 1.56678
C5 -0.81978 -0.39164 -0.07800
C6 -1.98012 -0.42526 -0.81468
C7 -2.44283 0.76187 -1.37234
C8 -1.74750 1.94547 -1.19538
C9 -0.57689 1.99009 -0.44857
C10 -0.12759 0.80926 0.10871
H1 1.36325 2.37640 1.93318
H2 2.64925 1.14604 1.97707
H3 2.38111 2.10123 0.49775
H4 1.25507 -3.13186 0.11004
H5 1.08279 -1.93186 -1.18281
H6 -0.23741 -3.06775 -0.84850
H7 -0.24070 -2.64531 2.14798
H8 -2.51996 -1.34969 -0.94421
H9 -3.35419 0.75971 -1.95047
H10 -2.12099 2.85517 -1.64152
H11 -0.04391 2.91769 -0.31035

Output
SMILES = CN1C(=O)[C@@](C)(O)c2ccccc21
E_HOMO = -8.486 eV
maximum force = 0.65 eV Å⁻¹
2S+1 = 1

***

No. 6
# C10H11NO3

A 2-piece molecular cluster, C10H11NO3 overall at a distorted geometry (the ωB97M-V functional and the def2-TZVPD basis, the OMol25 dataset).

CARTESIAN COORDINATES (ANGSTROEM)
O1 -0.20965 1.19786 -1.05318
C1 -0.46682 1.02231 0.13923
C2 -1.48670 0.28236 0.83698
C3 -1.62510 0.20011 2.21789
C4 -2.61071 -0.56314 2.74481
C5 -3.53574 -1.31915 2.01586
C6 -3.29032 -1.38800 0.59564
C7 -2.29151 -0.60990 0.11401
H1 0.14665 1.68598 0.83456
H2 -1.06305 0.81163 2.85481
H3 -2.82265 -0.57212 3.81651
H4 -4.38310 -1.76378 2.44733
H5 -3.82298 -1.94161 -0.09751
H6 -1.94134 -0.62506 -0.91511
C8 2.76147 0.88898 -1.55073
C9 2.20804 0.02157 -2.59025
C10 0.88185 -0.98986 -2.04647
O2 0.14225 -1.20308 -2.93655
N1 1.27396 -1.40326 -0.93288
O3 1.72171 -0.91159 0.09441
H7 2.22288 1.88735 -1.47678
H8 3.86198 0.93920 -1.32645
H9 2.57133 0.41999 -0.53167
H10 3.01467 -0.69634 -2.76471
H11 1.68201 0.38179 -3.56078

Output
SMILES = O=Cc1ccccc1.CCC(=O)N=O
E_HOMO = -8.909 eV
maximum force = 4.18 eV Å⁻¹
2S+1 = 1

***

No. 7
# C10H11NO5Pt

C10H11NO5Pt as an isolated structure (the ωB97M-V functional and the def2-TZVPD basis, the OMol25 dataset).

CARTESIAN COORDINATES (ANGSTROEM)
Pt1 0.93444 -1.11278 -0.46406
O1 0.12047 -1.30479 1.46523
C1 -0.91365 -0.34433 1.91926
C2 -0.25114 0.93614 2.39117
C3 0.88013 1.40540 1.47162
C4 0.39009 1.71707 0.08585
C5 -0.02955 2.98034 -0.29861
C6 -0.46261 3.21361 -1.59344
C7 -0.47241 2.17109 -2.51425
C8 -0.07965 0.92563 -2.08978
N1 0.34496 0.72520 -0.82782
H1 -0.24551 -2.19874 1.55104
H2 -1.43653 -0.83669 2.73736
H3 -1.60884 -0.18560 1.09477
H4 0.12892 0.83101 3.40604
H5 -1.04223 1.68903 2.42082
H6 1.65821 0.63988 1.41884
H7 1.37054 2.28143 1.89296
H8 0.00580 3.78113 0.42785
H9 -0.79009 4.20200 -1.88801
H10 -0.79316 2.31195 -3.53615
H11 -0.09434 0.06331 -2.75037
O2 2.15647 -5.26942 -0.89393
C9 2.17303 -4.16141 -0.63983
O3 2.14256 -3.00952 -0.38745
C10 -1.38875 -3.82117 -1.46851
O4 -1.61452 -4.83865 -1.93788
O5 -1.08266 -2.79113 -0.99271

Output
E_HOMO (spin up / spin down) = -17.368 / -17.369 eV
maximum force = 0.84 eV Å⁻¹
charge = +2
2S+1 = 1

***

No. 8
# C10H11NOSi

One molecule with the formula C10H11NOSi at a distorted geometry (the ωB97M-V functional and the def2-TZVPD basis, the OMol25 dataset).

CARTESIAN COORDINATES (ANGSTROEM)
C1 0.91883 2.87984 0.70927
C2 -0.17526 2.13534 0.51418
C3 1.97676 2.63332 -0.07814
C4 -0.40304 -1.18549 -0.83430
C5 -1.30542 1.69626 0.29346
C6 1.39679 0.42196 -0.78780
C7 0.93132 -0.83258 -0.63079
C8 -1.40513 -0.18560 -1.28042
C9 -2.21355 0.67687 -0.14027
C10 -2.62104 -0.33058 0.89443
N1 2.11364 1.39363 -0.63853
O1 3.59452 -1.47613 0.42549
Si1 2.08234 -2.05967 0.31525
H1 2.83450 3.36484 -0.12069
H2 -0.88197 -2.06848 -0.68827
H3 -1.13293 0.67355 -1.97239
H4 -2.03021 -0.83918 -1.90660
H5 -2.87691 1.24776 -0.78298
H6 -3.34519 -1.04448 0.57202
H7 -3.09789 0.25256 1.86390
H8 -1.93129 -1.00288 1.34829
H9 3.92859 -1.01635 1.15023
H10 1.35806 -1.82146 1.70459
H11 2.28449 -3.51304 0.07009

Output
E_HOMO (spin up / spin down) = -7.169 / -7.170 eV
maximum force = 5.61 eV Å⁻¹
2S+1 = 1

***

No. 9
# C10H12AlN4O4

C10H12AlN4O4 as an isolated structure at a distorted geometry (the ωB97M-V functional and the def2-TZVPD basis, the OMol25 dataset).

CARTESIAN COORDINATES (ANGSTROEM)
O1 1.76799 2.34472 2.23308
C1 1.93870 1.87564 1.19733
Al1 1.87631 0.90371 -0.58463
O2 4.41006 -0.84087 0.57270
C2 3.58340 -0.18251 0.14155
C3 2.54249 2.75750 -1.39797
O3 2.81996 3.77673 -1.83887
C4 2.35643 0.14084 -2.37287
O4 2.50985 -0.35100 -3.40269
C5 -0.12468 -0.87332 -1.11633
N1 0.22957 0.08471 -0.02927
C6 0.28103 -0.63867 1.30061
N2 -1.04882 -1.20661 1.59158
C7 -1.40934 -2.11206 0.47321
N3 -1.45066 -1.45388 -0.85324
C8 -2.41891 -0.33416 -0.76723
N4 -2.10967 0.65317 0.29740
C9 -0.77926 1.21146 0.02314
C10 -2.02985 -0.08903 1.58431
H1 0.63642 -1.68018 -1.14323
H2 -0.15605 -0.33556 -2.08560
H3 0.57120 0.04447 2.11894
H4 1.02892 -1.45466 1.22559
H5 -2.40901 -2.52691 0.67700
H6 -0.67759 -2.93369 0.43592
H7 -2.43724 0.19098 -1.73568
H8 -3.41656 -0.75356 -0.56570
H9 -0.51484 1.94646 0.80798
H10 -0.78074 1.71647 -0.96751
H11 -3.02652 -0.50174 1.79878
H12 -1.76259 0.62152 2.38172

Output
E_HOMO = -19.514 eV
maximum force = 7.28 eV Å⁻¹
charge = +3
2S+1 = 1

***

> What is the 2S+1 in the ninth record?

1